[1]
Here is a structure of composition C21H25CuN4O8PSSe from the Open Molecules 2025 dataset. Energies are from the ωB97M-V functional and the def2-TZVPD basis.

Results
2S+1	2
HOMO energy (alpha / beta)	-2.048 / -2.049	eV
Kohn-Sham gap (alpha / beta)	6.7 / 6.7	eV
charge	-2
energy relative to the best compared isomer or geometry (same formula, charge and spin)	0.585	eV

XYZ file:
```
62
Properties=species:S:1:pos:R:3:nbo_charge:R:1
Cu 0.917 -0.435 -0.134 1.521
O -1.341 4.244 -0.789 -0.715
C -2.255 3.740 0.056 0.341
C -3.453 4.435 0.236 -0.303
C -4.414 3.961 1.112 -0.191
C -4.200 2.785 1.825 -0.291
C -3.018 2.087 1.631 -0.165
C -2.042 2.539 0.750 -0.154
C -0.808 1.711 0.552 0.602
O -0.760 0.553 1.017 -0.748
N 0.147 2.334 -0.138 -0.538
N 1.250 1.521 -0.279 -0.346
C 2.328 2.066 -0.690 0.107
C 3.610 1.393 -0.722 -0.227
C 4.692 2.044 -1.318 -0.153
C 5.968 1.515 -1.308 -0.327
C 6.166 0.288 -0.664 -0.212
C 5.125 -0.373 -0.055 -0.264
C 3.799 0.146 -0.047 0.403
O 2.863 -0.481 0.570 -0.793
H -0.557 3.614 -0.737 0.501
H -3.603 5.348 -0.327 0.204
H -5.337 4.515 1.242 0.189
H -4.948 2.414 2.515 0.197
H -2.813 1.163 2.158 0.240
H 2.292 3.120 -0.973 0.165
H 4.509 3.002 -1.798 0.189
H 6.791 2.037 -1.778 0.190
H 7.157 -0.154 -0.646 0.188
H 5.280 -1.328 0.433 0.196
C -0.979 -3.012 2.887 -0.415
N 0.468 -3.005 2.947 -0.375
C 1.272 -3.948 2.319 -0.063
C 2.516 -3.449 2.286 -0.066
N 2.480 -2.214 2.918 -0.559
C 1.209 -1.925 3.305 0.274
S 0.714 -0.555 4.159 -0.395
H -1.353 -3.992 3.182 0.185
H -1.304 -2.790 1.868 0.245
H -1.345 -2.245 3.566 0.234
H 0.856 -4.823 1.854 0.258
H 3.404 -3.827 1.817 0.212
H 3.085 -1.448 2.655 0.448
O -1.449 -2.712 -0.932 -1.153
Se 0.088 -3.333 -1.064 2.796
O 0.108 -4.814 -0.395 -1.113
O 1.050 -2.334 -0.119 -1.177
O 0.596 -3.319 -2.605 -1.098
C -2.389 0.963 -2.896 -1.000
P -1.901 -0.600 -2.026 2.011
C -2.224 -1.770 -3.376 -1.009
C -3.208 -0.571 -0.764 -1.013
O -0.463 -0.242 -1.690 -1.190
H -3.415 0.910 -3.275 0.195
H -1.707 1.139 -3.730 0.222
H -2.310 1.807 -2.207 0.235
H -2.518 -1.233 -4.278 0.206
H -2.997 -2.476 -3.079 0.242
H -1.303 -2.333 -3.539 0.304
H -4.022 0.082 -1.080 0.219
H -2.739 -0.164 0.133 0.284
H -3.566 -1.571 -0.539 0.253
```

[2]
Here is a cluster of 2 separate species, C21H25F3N5O4 in total from the Open Molecules 2025 dataset. Energies are from the ωB97M-V functional and the def2-TZVPD basis.

Results
HOMO energy	-5.198	eV
Kohn-Sham gap	7.3	eV
charge	-1

XYZ file:
```
58
Properties=species:S:1:pos:R:3:nbo_charge:R:1
O 5.480 6.283 -4.984 -0.667
O 0.690 3.121 -3.854 -0.793
O 4.051 4.616 -0.843 -0.676
O 1.636 1.126 -3.805 -0.796
F -2.205 -7.894 5.884 -0.326
F -0.556 -6.437 5.777 -0.325
F -2.246 -6.087 7.161 -0.326
N -1.240 0.790 -0.461 -0.490
C 4.418 5.741 -4.712 0.674
C 1.687 2.375 -3.737 0.755
C 2.998 4.561 -1.477 0.679
C -0.520 0.604 -1.545 0.186
C -1.227 -0.429 0.200 0.058
C -0.499 -1.372 -0.471 0.078
C -4.412 -5.545 3.215 -0.211
C -3.757 -6.300 4.194 -0.221
C -3.964 -4.258 2.905 -0.174
C -2.209 -4.478 4.552 -0.207
C -2.636 -5.779 4.869 -0.079
C -2.865 -3.713 3.579 -0.016
N -0.040 -0.692 -1.585 -0.522
N 1.854 4.593 -0.785 -0.595
N -1.909 -2.129 1.920 -0.440
N 4.229 5.181 -3.521 -0.604
C 3.304 5.725 -5.738 -0.714
C -1.900 -6.569 5.938 0.968
C 0.481 4.593 -1.285 -0.411
C -1.924 -0.697 1.507 -0.231
C -2.420 -2.301 3.294 -0.234
C -0.353 -2.778 0.057 -0.422
C -0.660 -2.854 1.568 -0.205
C 3.063 3.014 -3.508 -0.519
C 3.030 4.484 -3.025 -0.141
H -0.340 1.362 -2.299 0.255
H -5.267 -5.959 2.689 0.217
H -4.125 -7.297 4.421 0.224
H -4.463 -3.670 2.139 0.226
H -1.358 -4.052 5.076 0.222
H 0.586 -1.036 -2.314 0.437
H 1.981 4.606 0.214 0.398
H 5.001 5.237 -2.873 0.423
H 2.469 6.318 -5.371 0.224
H 2.975 4.702 -5.907 0.234
H 3.675 6.145 -6.670 0.230
H 0.156 3.567 -1.471 0.227
H -0.186 5.038 -0.547 0.189
H 0.398 5.157 -2.216 0.216
H -2.959 -0.355 1.416 0.204
H -1.435 -0.083 2.269 0.169
H -3.280 -1.642 3.451 0.214
H -1.646 -1.996 4.007 0.169
H -1.042 -3.431 -0.486 0.210
H 0.665 -3.135 -0.122 0.214
H 0.178 -2.417 2.123 0.163
H -0.734 -3.907 1.857 0.203
H 3.598 2.956 -4.458 0.219
H 3.625 2.414 -2.791 0.224
H 2.149 4.982 -3.422 0.236
```

[3]
Here is a cluster of 3 separate species, C21H25FN2O4S2 in total from the Open Molecules 2025 dataset. Energies are from the ωB97M-V functional and the def2-TZVPD basis.

Results
HOMO energy	-7.074	eV
Kohn-Sham gap	3.6	eV

XYZ file:
```
55
Properties=species:S:1:pos:R:3:nbo_charge:R:1
C 2.162 -3.907 0.731 -0.403
C 2.223 -2.334 0.981 -0.433
C 0.901 -1.792 0.465 -0.186
C 0.015 -2.856 0.455 0.261
N -1.280 -3.006 0.760 -0.371
C -2.096 -4.211 0.526 -0.213
C -3.580 -3.713 0.759 -0.401
C -3.481 -2.353 1.479 -0.423
C -2.015 -1.938 1.476 -0.217
C 0.722 -4.259 0.402 -0.450
H 2.750 -4.178 -0.142 0.205
H 2.575 -4.572 1.516 0.210
H 2.428 -2.259 2.067 0.219
H 3.116 -1.948 0.504 0.213
H 0.637 -0.709 0.387 0.318
H -2.039 -4.624 -0.485 0.212
H -1.866 -5.045 1.236 0.194
H -4.038 -3.581 -0.248 0.208
H -4.182 -4.487 1.285 0.220
H -4.081 -1.625 0.933 0.211
H -3.849 -2.431 2.501 0.219
H -1.599 -1.869 2.509 0.205
H -1.847 -0.963 0.986 0.227
H 0.560 -4.668 -0.603 0.214
H 0.320 -5.120 0.982 0.217
C -4.368 1.311 -1.588 -0.182
C -3.815 2.500 -2.061 -0.205
C -2.741 3.109 -1.410 -0.207
C -2.277 2.606 -0.213 -0.217
S -1.001 3.706 0.470 2.180
N 0.573 2.905 0.060 -0.705
F 0.738 0.534 0.742 -0.490
S 2.043 3.878 0.362 2.192
C 3.414 3.103 -0.505 -0.319
C 4.255 2.100 -0.016 -0.164
C 5.374 1.709 -0.792 -0.209
C 5.623 2.289 -2.057 -0.175
C 4.825 3.374 -2.438 -0.208
C 3.699 3.744 -1.685 -0.175
O 1.619 5.035 -0.473 -0.865
O 2.222 3.889 1.789 -0.866
O -0.898 4.831 -0.432 -0.866
O -1.043 3.775 1.934 -0.867
C -2.881 1.478 0.362 -0.211
C -3.933 0.842 -0.336 -0.206
H -5.124 0.820 -2.149 0.218
H -4.156 2.982 -2.945 0.218
H -2.202 3.949 -1.846 0.262
H 4.018 1.585 0.908 0.247
H 6.043 0.957 -0.460 0.218
H 6.413 1.954 -2.697 0.219
H 5.022 3.934 -3.317 0.217
H 3.005 4.505 -2.040 0.263
H -2.488 1.063 1.297 0.243
H -4.418 -0.020 0.073 0.206
```

Taking the records one at a time from the top gives DFT total energy values of -6417.733809, -1689.726009, -2121.546880 a.u..
Taking the records one at a time from the top gives strongest force on any atom values of 1.4, 1.8, 3.8 eV/Å.